DFT (wB97M-V/def2-TZVPD) results for a cluster of 12 separate species, C24H72O24 in total at a distorted geometry.

The net charge is 0.

```
120
Properties=species:S:1:pos:R:3:lowdin_charge:R:1
C -20.489 -23.502 20.442 -0.2213
C -19.078 -23.974 20.105 -0.2179
O -18.388 -22.950 19.395 -0.0813
O -21.289 -23.399 19.282 -0.1044
H -20.478 -22.617 21.090 0.1280
H -21.004 -24.271 21.031 0.0960
H -19.083 -24.793 19.389 0.1187
H -18.520 -24.273 20.997 0.1169
H -18.292 -22.156 19.947 0.0470
H -21.004 -22.722 18.626 0.0566
C -23.873 -24.366 21.982 -0.2071
C -23.864 -25.887 21.972 -0.2417
O -22.609 -26.412 21.560 -0.0656
O -23.855 -23.830 20.659 -0.0875
H -22.986 -24.068 22.554 0.1216
H -24.792 -23.959 22.406 0.1209
H -24.617 -26.323 21.312 0.1244
H -24.147 -26.297 22.952 0.1188
H -21.971 -26.243 22.263 0.0846
H -22.976 -24.035 20.300 0.0609
C -27.173 -22.858 19.972 -0.2130
C -26.678 -21.644 20.754 -0.2265
O -26.341 -20.545 19.913 -0.0672
O -26.116 -23.344 19.138 -0.0977
H -28.044 -22.614 19.361 0.1008
H -27.472 -23.685 20.627 0.1159
H -25.805 -21.852 21.369 0.1064
H -27.446 -21.333 21.476 0.1234
H -27.152 -20.267 19.474 0.0960
H -25.280 -23.197 19.621 0.0464
C -18.017 -19.918 16.137 -0.2312
C -16.540 -20.068 15.861 -0.2225
O -15.877 -20.692 16.976 -0.0770
O -18.656 -21.189 16.211 -0.0607
H -18.390 -19.283 15.321 0.1206
H -18.165 -19.347 17.050 0.1087
H -16.045 -19.108 15.725 0.1228
H -16.320 -20.710 15.000 0.1200
H -16.284 -21.553 17.129 0.0787
H -18.505 -21.577 15.338 0.1112
C -28.247 -22.338 16.268 -0.2306
C -26.734 -22.229 16.354 -0.2212
O -26.171 -21.787 15.109 -0.0779
O -28.881 -21.086 16.003 -0.0541
H -28.591 -22.708 17.236 0.1041
H -28.509 -23.073 15.499 0.1240
H -26.356 -23.209 16.656 0.1143
H -26.425 -21.560 17.156 0.1057
H -26.372 -22.494 14.485 0.1047
H -29.128 -21.118 15.075 0.0797
C -24.785 -15.908 17.389 -0.2081
C -24.170 -17.243 17.704 -0.2149
O -23.449 -17.808 16.596 -0.1095
O -26.007 -16.057 16.649 -0.0638
H -24.072 -15.233 16.906 0.1217
H -25.011 -15.349 18.305 0.1233
H -24.931 -17.987 17.969 0.1223
H -23.463 -17.154 18.529 0.1013
H -24.123 -18.123 15.948 0.0632
H -26.607 -15.377 16.965 0.0900
C -17.444 -18.792 20.123 -0.2230
C -18.672 -19.470 20.691 -0.2237
O -18.370 -20.726 21.294 -0.0744
O -16.485 -18.413 21.111 -0.0569
H -17.704 -17.852 19.645 0.1068
H -16.986 -19.512 19.433 0.1180
H -19.427 -19.651 19.922 0.1043
H -19.210 -18.808 21.382 0.1204
H -17.563 -20.645 21.813 0.0867
H -16.056 -19.181 21.499 0.0726
C -21.446 -24.060 14.918 -0.2257
C -21.157 -25.093 16.036 -0.2201
O -20.706 -26.307 15.433 -0.0794
O -20.505 -24.275 13.882 -0.0663
H -21.460 -23.069 15.365 0.0978
H -22.455 -24.295 14.558 0.1111
H -22.024 -25.299 16.664 0.1193
H -20.369 -24.668 16.666 0.1103
H -20.747 -26.997 16.098 0.0931
H -20.272 -25.212 13.932 0.0672
C -22.381 -18.118 21.092 -0.2104
C -23.875 -18.306 21.372 -0.2247
O -24.230 -19.644 21.686 -0.0732
O -22.058 -18.591 19.787 -0.1047
H -21.799 -18.557 21.910 0.1176
H -22.127 -17.052 21.053 0.1234
H -24.423 -18.042 20.459 0.1071
H -24.259 -17.670 22.168 0.1198
H -24.274 -20.168 20.874 0.0368
H -22.429 -19.493 19.760 0.0621
C -20.082 -16.417 16.368 -0.2340
C -19.480 -16.478 17.762 -0.2229
O -19.790 -17.704 18.412 -0.1072
O -21.419 -15.925 16.384 -0.0861
H -20.140 -17.404 15.897 0.1135
H -19.503 -15.762 15.712 0.1158
H -19.835 -15.658 18.387 0.1244
H -18.398 -16.441 17.613 0.1135
H -20.737 -17.781 18.627 0.0561
H -22.049 -16.647 16.557 0.0302
C -26.831 -18.469 13.676 -0.2457
C -25.378 -18.917 13.712 -0.1877
O -24.966 -19.341 15.026 -0.1148
O -27.007 -17.098 13.938 -0.0651
H -27.460 -19.049 14.359 0.1119
H -27.180 -18.647 12.655 0.1173
H -24.702 -18.077 13.538 0.1280
H -25.184 -19.689 12.963 0.1181
H -25.180 -20.285 15.137 0.0533
H -26.712 -16.863 14.830 0.0522
C -22.167 -20.645 17.092 -0.1997
C -23.441 -20.964 17.862 -0.1748
O -23.209 -21.160 19.258 -0.0822
O -21.039 -21.416 17.514 -0.0845
H -21.959 -19.568 17.141 0.0977
H -22.310 -20.738 16.006 0.1231
H -23.868 -21.897 17.476 0.1235
H -24.155 -20.153 17.749 0.1075
H -22.601 -21.903 19.389 0.0620
H -20.250 -20.984 17.139 0.0672
```

=====

DFT (wB97M-V/def2-TZVPD) results for a cluster of 12 separate species, C24H73BFN2O16S2 in total at a distorted geometry.

The net charge is -1.

```
119
Properties=species:S:1:pos:R:3:lowdin_charge:R:1
C -0.197 -3.523 -0.638 -0.0798
C -1.394 -2.449 -0.203 -0.2986
F -2.617 -3.275 0.108 -0.1214
S -0.779 -1.525 1.347 0.7001
O -1.239 -2.354 2.609 -0.4223
O 0.788 -1.481 1.425 -0.4224
N -1.533 0.048 1.303 -0.3378
S -0.526 1.252 0.538 0.6818
O -1.368 2.587 0.541 -0.4339
O 0.770 1.587 1.345 -0.4408
B -0.036 0.876 -1.235 -0.4939
N 1.408 0.607 -1.718 0.0999
O -1.074 0.792 -2.322 -0.0113
H 0.791 -2.909 -0.907 0.0919
H -0.509 -4.121 -1.603 0.0593
H -0.037 -4.238 0.279 0.0999
H -1.613 -1.689 -1.095 0.1221
H 1.475 -0.385 -2.072 0.0793
H 2.097 0.798 -0.958 0.0707
H -0.832 0.013 -2.922 0.0936
C 2.660 -2.097 3.951 -0.0905
C 2.492 -3.595 4.093 -0.3159
O 3.716 -4.250 3.795 -0.0974
H 2.975 -1.839 2.934 0.0740
H 1.723 -1.577 4.173 0.0636
H 3.437 -1.728 4.628 0.0591
H 1.730 -3.963 3.399 0.1149
H 2.190 -3.862 5.110 0.1004
H 4.384 -3.923 4.422 0.0799
C -0.571 0.529 5.501 -0.0771
C -0.287 0.170 6.945 -0.3273
O 1.087 -0.149 7.104 -0.1004
H -0.309 -0.302 4.839 0.0638
H -1.628 0.774 5.361 0.0798
H 0.033 1.388 5.190 0.0801
H -0.877 -0.702 7.245 0.1011
H -0.534 1.001 7.613 0.1026
H 1.602 0.633 6.843 0.0717
C -2.095 -3.945 5.429 -0.0929
C -1.811 -4.305 6.873 -0.3363
O -0.436 -4.624 7.032 -0.0966
H -1.833 -4.776 4.767 0.0816
H -3.152 -3.701 5.289 0.0768
H -1.490 -3.087 5.118 0.0556
H -2.400 -5.176 7.173 0.1061
H -2.058 -3.474 7.540 0.0990
H 0.078 -3.841 6.770 0.0764
C -3.945 -3.994 -3.719 -0.0748
C -2.584 -3.339 -3.604 -0.2982
O -1.631 -4.281 -3.133 -0.1185
H -4.267 -4.386 -2.749 0.0878
H -4.692 -3.280 -4.077 0.0718
H -3.909 -4.843 -4.410 0.0578
H -2.619 -2.505 -2.897 0.1054
H -2.249 -2.956 -4.573 0.0938
H -1.601 -5.013 -3.772 0.0989
C 3.556 4.383 1.864 -0.0781
C 2.974 5.381 0.884 -0.3277
O 2.710 4.744 -0.358 -0.0894
H 4.481 3.951 1.469 0.0795
H 3.770 4.860 2.825 0.0574
H 2.862 3.553 2.029 0.0733
H 3.680 6.198 0.705 0.0926
H 2.042 5.808 1.265 0.1117
H 2.076 4.026 -0.189 0.0832
C -7.582 -4.661 -6.769 -0.0908
C -6.221 -4.006 -6.654 -0.3136
O -5.268 -4.947 -6.182 -0.1106
H -7.903 -5.053 -5.799 0.0779
H -8.329 -3.947 -7.127 0.0755
H -7.546 -5.510 -7.460 0.0715
H -6.256 -3.172 -5.946 0.1101
H -5.886 -3.623 -7.622 0.0992
H -5.238 -5.680 -6.822 0.0926
C -5.169 -2.935 -11.175 -0.0955
C -6.089 -4.138 -11.193 -0.3325
O -7.326 -3.812 -10.576 -0.0963
H -4.990 -2.603 -10.147 0.0715
H -4.209 -3.170 -11.643 0.0745
H -5.623 -2.092 -11.707 0.0735
H -5.641 -4.970 -10.642 0.1106
H -6.284 -4.468 -12.218 0.1060
H -7.719 -3.078 -11.078 0.0881
C 5.514 1.113 6.419 -0.0929
C 4.393 1.513 5.482 -0.3209
O 3.784 2.712 5.937 -0.0953
H 5.133 0.967 7.435 0.0761
H 5.992 0.188 6.084 0.0713
H 6.273 1.901 6.473 0.0706
H 3.627 0.732 5.447 0.0979
H 4.769 1.673 4.466 0.1120
H 4.471 3.400 5.957 0.0736
C 4.166 7.864 4.551 -0.0923
C 4.186 6.750 5.577 -0.3313
O 5.492 6.200 5.671 -0.0968
H 4.477 7.489 3.570 0.0705
H 3.165 8.295 4.464 0.0762
H 4.869 8.657 4.827 0.0718
H 3.499 5.949 5.287 0.1082
H 3.889 7.119 6.563 0.1073
H 6.093 6.917 5.937 0.0856
C -0.049 -3.163 -7.443 -0.0957
C 0.572 -1.954 -6.775 -0.3219
O -0.301 -1.451 -5.775 -0.0919
H -1.011 -2.901 -7.895 0.0759
H 0.610 -3.560 -8.221 0.0719
H -0.245 -3.952 -6.710 0.0686
H 0.747 -1.160 -7.507 0.1140
H 1.529 -2.211 -6.310 0.1098
H -0.443 -2.161 -5.126 0.0595
C 1.913 9.455 0.146 -0.0939
C 3.273 10.109 0.262 -0.3312
O 4.226 9.168 0.733 -0.0993
H 1.591 9.063 1.117 0.0765
H 1.165 10.169 -0.212 0.0715
H 1.948 8.606 -0.544 0.0765
H 3.238 10.943 0.969 0.1101
H 3.608 10.493 -0.707 0.1047
H 4.256 8.436 0.094 0.0768
```

=====

| no. | DFT total energy (hartree) | E_LUMO (eV) |
| --- | --- | --- |
| 1 | -2763.2170 | 0.31 |
| 2 | -3192.4988 | 1.53 |